(1)
The molecule C3H9O3P, computed with the ωB97M-V functional and the def2-TZVPD basis.

E = -686.77174 hartree
E_HOMO = -10.25 eV

XYZ file:
```
16
C3H9O3P, DFT the ωB97M-V functional and the def2-TZVPD basis
C 2.5503 0.3013 -0.8376
O 1.9881 1.1771 0.1032
C 0.9771 0.7209 0.8962
O -0.2088 0.3324 0.0153
P -1.6813 0.7275 0.5457
C -2.4677 -0.8715 0.1938
O -1.5934 1.3874 1.9150
H 2.9850 -0.5323 -0.2564
H 3.5085 0.7013 -1.3159
H 1.8102 0.0406 -1.5060
H 0.7107 1.4695 1.6943
H 1.1411 -0.1755 1.4926
H -2.1968 1.6728 -0.2443
H -3.5450 -0.8753 0.3411
H -2.1363 -1.3385 -0.8079
H -2.0597 -1.6101 0.9901
```

---

(2)
The molecule C4H8N2, computed with the ωB97M-V functional and the def2-TZVPD basis.

E = -266.58964 hartree
E_HOMO (spin up / spin down) = -6.86 / -6.83 eV

XYZ file:
```
14
C4H8N2, DFT the ωB97M-V functional and the def2-TZVPD basis
C -0.6296 -0.9238 1.6100
N -1.6490 -1.0094 0.5720
C -0.2264 -1.2766 0.2273
C 0.5175 -0.3902 -0.6801
C 0.7828 1.8733 -1.3232
N 0.8186 0.8913 -0.4263
H -0.6719 -1.7118 2.3602
H -0.3702 0.0555 2.0102
H -1.8812 -0.0710 0.2471
H -0.0512 -2.3294 0.0120
H 0.5457 -0.6337 -1.7355
H 0.2147 1.6619 -2.2197
H 1.4354 2.7309 -1.2238
H 1.1172 1.1303 0.5176
```

---

(3)
A cluster of 3 separate species, C4H11NOS in total, computed with the ωB97M-V functional and the def2-TZVPD basis.

E = -686.89527 hartree
E_HOMO = -8.08 eV

XYZ file:
```
18
C4H11NOS, DFT the ωB97M-V functional and the def2-TZVPD basis
C 0.4254 -1.6140 -0.0045
C -2.3027 -0.2499 0.7041
C 1.1476 1.2815 -0.8019
C -2.6487 0.2505 -0.3765
N 2.6968 -0.3201 0.6139
O 0.4709 0.5804 1.6490
S 0.9836 -0.1010 0.4978
H 1.0720 -1.9089 -0.8129
H -1.1234 -1.6670 -0.4421
H -2.2546 -1.3220 0.7573
H -2.2532 0.4622 1.5980
H 0.5556 2.0727 -0.5917
H 2.1774 1.6302 -0.7341
H 0.7477 0.9907 -1.8199
H -2.9210 1.3175 -0.5661
H -3.1214 -0.4171 -1.0268
H 3.0831 -0.2134 1.4925
H 3.2648 -0.7724 -0.1362
```

---

(4)
The molecule C2H2F4, computed with the ωB97M-V functional and the def2-TZVPD basis.

E = -476.83002 hartree
E_HOMO = -11.21 eV

XYZ file:
```
8
C2H2F4, DFT the ωB97M-V functional and the def2-TZVPD basis
F 0.5980 1.4615 -0.8343
C 0.6513 0.6143 0.1726
F 1.8930 0.1422 0.1540
C -0.6163 -0.6940 -0.0544
F -1.2810 -0.8392 1.0672
F -1.4619 -0.2768 -1.0202
H 0.4185 1.2520 1.0516
H -0.2015 -1.6599 -0.5364
```

---

(5)
A cluster of 2 separate species, C5H4O2 in total, computed with the ωB97M-V functional and the def2-TZVPD basis.

E = -343.19438 hartree
E_HOMO (spin up / spin down) = -9.98 / -9.98 eV

XYZ file:
```
11
C5H4O2, DFT the ωB97M-V functional and the def2-TZVPD basis
O 0.3312 -2.1473 -0.8509
C 0.1782 -1.0459 -0.4175
C -0.8915 -0.1019 -0.2424
C -0.7759 1.0206 0.2724
C 0.6490 1.2495 0.6659
C 1.3328 -0.1009 0.2278
O 2.4706 -0.4201 0.3278
H 0.7741 1.4063 1.7405
H 1.1046 2.0932 0.1412
H -2.4979 -0.8527 -1.2732
H -2.6753 -1.1009 -0.5915
```

---

(6)
A cluster of 3 separate species, C32H52F7IO6S in total, computed with the ωB97M-V functional and the def2-TZVPD basis.

E = -3096.83090 hartree
E_HOMO = -9.12 eV

XYZ file:
```
99
C32H52F7IO6S, DFT the ωB97M-V functional and the def2-TZVPD basis
C 5.4653 -0.1793 0.5899
C 4.1054 -0.5082 -0.0125
O 3.7930 0.2814 -1.1427
C 3.4398 1.6186 -0.8363
C 1.9258 1.7898 -0.7899
C 1.2973 1.9963 -2.1774
C 0.0487 1.1417 -2.3913
C -1.0860 1.5557 -1.4539
C -2.5290 1.3624 -1.9845
C -3.4992 2.4959 -1.5474
C -3.5025 3.1370 -0.1410
F -3.6085 4.4900 -0.3565
F -2.3370 2.9566 0.5270
C -4.6569 2.8364 0.8702
F -5.7527 3.5415 0.4969
F -4.9856 1.5290 0.8781
C -4.3235 3.2319 2.3375
F -3.4562 2.3638 2.8765
F -5.4624 3.2037 3.0503
F -3.8003 4.4641 2.3983
C -4.9447 2.3031 -2.0443
S -5.1165 1.2490 -3.4726
O -4.6980 2.0209 -4.6058
O -6.4308 0.6879 -3.4205
O -4.0798 0.0878 -3.2800
C -3.1353 -0.0675 -2.0944
C -4.0618 -0.6712 -1.0332
C -3.5837 -1.1003 0.3363
C -4.0855 -2.2848 0.8481
C -3.7469 -2.7198 2.1150
C -2.8959 -1.9693 2.9069
C -2.4077 -0.7774 2.4164
C -2.7589 -0.3452 1.1558
C -2.1831 -1.0841 -2.7442
C -1.3530 -2.1658 -2.0253
C -0.6016 -1.8874 -0.7231
I -2.5019 -4.0058 -1.8536
H 5.8865 -1.0631 1.0640
H 5.4024 0.5932 1.3569
H 6.1378 0.1740 -0.1882
H 3.3143 -0.4302 0.7424
H 4.1050 -1.5394 -0.3625
H 3.9117 1.9578 0.0881
H 3.8467 2.2401 -1.6377
H 1.7013 2.6365 -0.1377
H 1.4976 0.9057 -0.3119
H 2.0277 1.7535 -2.9493
H 1.0249 3.0466 -2.2981
H -0.2672 1.2241 -3.4326
H 0.3513 0.1081 -2.2260
H -0.9817 2.6397 -1.3495
H -0.9423 1.1864 -0.4479
H -2.3778 1.5988 -3.0409
H -3.1424 3.3371 -2.1432
H -5.6180 1.8909 -1.3052
H -5.3542 3.2464 -2.3953
H -4.9328 -0.0341 -0.9007
H -4.4636 -1.5646 -1.5148
H -4.7481 -2.8875 0.2421
H -4.1664 -3.6468 2.4790
H -2.6300 -2.3158 3.8960
H -1.7515 -0.1791 3.0327
H -2.3891 0.6062 0.8256
H -1.5145 -0.5290 -3.3997
H -2.8123 -1.6388 -3.4378
H -0.6331 -2.4888 -2.7700
H 0.4544 -2.1274 -0.8519
H -0.9569 -2.5106 0.0934
H -0.6794 -0.8620 -0.3940
C 1.3546 -2.9246 6.1329
C 0.3115 -1.9905 5.5435
O -0.9456 -2.0434 6.1926
C -0.9490 -1.6846 7.5630
C -0.4930 -0.2604 7.8305
H 0.9687 -3.9436 6.1793
H 2.2514 -2.9184 5.5130
H 1.6477 -2.6286 7.1410
H 0.1061 -2.2767 4.5110
H 0.6896 -0.9616 5.5192
H -0.3525 -2.3934 8.1483
H -1.9849 -1.8050 7.8796
H 0.5633 -0.1165 7.5993
H -0.6358 -0.0174 8.8836
H -1.0699 0.4433 7.2290
C 7.8740 0.4493 -3.7057
C 7.5648 -1.0307 -3.5508
O 6.2707 -1.2983 -3.0462
C 5.1917 -0.8359 -3.8405
C 5.1397 -1.4501 -5.2298
H 7.6893 0.9761 -2.7683
H 8.9203 0.5836 -3.9815
H 7.2653 0.9166 -4.4808
H 8.2460 -1.4747 -2.8245
H 7.7271 -1.5541 -4.5003
H 5.2012 0.2585 -3.9016
H 4.2978 -1.1044 -3.2802
H 5.9806 -1.1397 -5.8520
H 4.2244 -1.1422 -5.7365
H 5.1542 -2.5390 -5.1653
```

---

(7)
A structure of composition C29H35N7P2Sr, computed with the ωB97M-V functional and the def2-TZVPD basis.

E = -2222.52657 hartree
E_HOMO = -6.36 eV

XYZ file:
```
74
C29H35N7P2Sr, DFT the ωB97M-V functional and the def2-TZVPD basis
Sr -0.0937 -0.0875 5.5858
C -1.2712 1.8255 4.8488
C -1.5747 0.8296 3.9488
C -1.0021 0.6854 2.5884
C 0.2836 -0.1731 2.4463
C 1.3007 -0.0059 3.5164
C 1.5990 1.1533 4.1950
C 1.0308 2.4932 3.9089
C -0.2537 2.8941 4.6855
C 1.4794 -1.2889 6.4940
H -1.8839 1.8908 5.7749
H -2.4075 0.1357 4.2136
H -0.8237 1.6973 2.1838
H -1.7850 0.2482 1.9348
H -0.0147 -1.2389 2.3705
H 0.7826 0.0580 1.4823
H 1.9124 -0.9027 3.7326
H 2.4323 1.1133 4.9293
H 0.8511 2.5720 2.8238
H 1.8126 3.2508 4.1269
H 0.0443 3.2883 5.6776
H -0.7542 3.7395 4.1725
H 1.3083 -1.1201 7.5435
H 2.4373 -0.9933 6.1515
H 1.1871 -2.2876 6.1957
P 1.3411 -1.2379 -3.1896
P -1.7031 -0.5814 -2.7504
N 2.7651 -0.2548 -3.0279
N 1.9193 -2.5221 -4.2042
N -1.8283 1.1344 -2.5271
N -3.3489 -1.0051 -3.1053
C 0.4593 -0.2351 -4.4674
C -1.0343 -0.5951 -4.4752
C 3.0352 0.4036 -1.8056
C 4.0300 1.3419 -2.0213
C 4.3941 1.2785 -3.4154
C 3.5968 0.3014 -4.0079
C 2.1674 -3.8038 -3.6632
C 2.6849 -4.6112 -4.6668
C 2.7604 -3.8208 -5.8667
C 2.2863 -2.5477 -5.5545
C -1.7530 1.6950 -1.2330
C -1.9522 3.0641 -1.3322
C -2.1518 3.3738 -2.7207
C -2.0704 2.1760 -3.4286
C -4.3134 -0.3442 -3.8814
C -5.3580 -1.2266 -4.1433
C -5.0224 -2.4867 -3.5239
C -3.7968 -2.3330 -2.9009
H 0.9257 -0.4186 -5.4391
H 0.5674 0.8381 -4.2376
H -1.6230 0.1010 -5.0828
H -1.1611 -1.6067 -4.9065
H 2.4892 0.1241 -0.9259
H 4.4576 1.9848 -1.2772
H 5.1467 1.8561 -3.9080
H 3.5616 -0.0543 -5.0204
H 1.9482 -3.9960 -2.6328
H 2.9674 -5.6392 -4.5578
H 3.1078 -4.1377 -6.8259
H 2.1744 -1.6821 -6.1827
H -1.5681 1.0582 -0.3891
H -1.9481 3.7577 -0.5132
H -2.3262 4.3389 -3.1474
H -2.1550 1.9943 -4.4862
H -4.1783 0.6839 -4.1557
H -6.2480 -0.9976 -4.6884
H -5.6173 -3.3788 -3.5285
H -3.1900 -3.0099 -2.3330
N -0.5314 0.4801 7.9074
C -0.3300 0.0453 9.0248
N -0.0878 -0.4665 10.1659
C -0.0554 0.2605 11.2736
N -0.0310 0.9244 12.2475
```

---

(8)
The molecule C6H10O, computed with the ωB97M-V functional and the def2-TZVPD basis.

E = -309.76865 hartree
E_HOMO = -10.08 eV

XYZ file:
```
17
C6H10O, DFT the ωB97M-V functional and the def2-TZVPD basis
C -0.0184 -2.3350 -0.4480
C 0.4606 -1.3384 0.0321
C 0.6191 0.0467 0.5084
C 1.9223 0.6945 0.0378
O 0.6889 0.0836 1.9320
C -0.6166 0.8876 -0.0380
C -1.8100 0.1543 -0.6859
H -0.4861 -3.1798 -0.9000
H 2.7921 0.2355 0.5177
H 2.0199 0.6072 -1.0480
H 1.8956 1.7545 0.3121
H 0.0258 -0.5225 2.2862
H -0.9443 1.4638 0.8330
H -0.2128 1.6099 -0.7563
H -2.7265 0.2154 -0.0914
H -1.5815 -0.9041 -0.7994
H -2.0281 0.5268 -1.6923
```

---

(9)
A structure of composition C27H19Cl2NO3RuS2, computed with the ωB97M-V functional and the def2-TZVPD basis.

E = -3131.79763 hartree
Net charge = +2
<S²> = 6.0555
E_HOMO (spin up / spin down) = -13.98 / -14.06 eV
2S+1 = 5

XYZ file:
```
55
C27H19Cl2NO3RuS2, DFT the ωB97M-V functional and the def2-TZVPD basis
Ru 0.2133 -0.7966 -0.7962
Cl 6.3440 3.2353 -1.3913
C 5.1399 2.0608 -1.3346
C 5.4882 0.7120 -1.2274
C 4.5049 -0.2400 -1.1818
Cl 4.8843 -1.8780 -1.0666
C 3.0909 0.1337 -1.2242
O 2.2298 -0.7641 -1.1533
C 2.7770 1.5401 -1.3497
C 1.4013 2.0137 -1.4489
O 0.3954 1.3186 -1.3540
C 3.7781 2.4631 -1.4065
H 6.5306 0.4215 -1.1851
H 1.2683 3.0850 -1.6374
H 3.5356 3.5161 -1.5112
S -3.9309 -2.4390 -1.1243
C -4.1579 -0.7177 -1.0956
C -5.3602 -0.0210 -1.1434
C -5.3077 1.3554 -1.1129
C -4.0788 2.0198 -1.0352
C -2.8863 1.3252 -0.9861
C -2.9270 -0.0665 -1.0186
N -1.8460 -0.9660 -0.9821
C -2.2529 -2.2260 -1.0147
C -1.2465 -3.2701 -0.9340
C -1.4983 -4.6309 -0.9413
C -0.4259 -5.5136 -0.8622
C 0.8791 -5.0389 -0.7732
C 1.1332 -3.6739 -0.7581
C 0.0677 -2.7796 -0.8335
H -6.3078 -0.5411 -1.2086
H -6.2264 1.9254 -1.1505
H -4.0611 3.1026 -1.0231
H -1.9416 1.8459 -0.9360
H -2.5146 -5.0046 -1.0090
H -0.6073 -6.5804 -0.8700
H 1.7015 -5.7404 -0.7126
H 2.1503 -3.3099 -0.6877
C -0.0859 -1.0360 3.6501
S 0.1939 -0.6220 1.9353
O 1.6169 -0.9254 1.5734
C 0.0204 1.1482 2.0271
C 1.1715 1.9169 2.1153
C 1.0473 3.2995 2.1300
C -0.2113 3.8885 2.0495
C -1.3531 3.1014 1.9521
C -1.2421 1.7188 1.9333
H 0.6572 -0.4916 4.2327
H 0.0438 -2.1133 3.7463
H -1.1014 -0.7392 3.9169
H 2.1385 1.4302 2.1861
H 1.9305 3.9194 2.2305
H -0.3029 4.9670 2.0677
H -2.3305 3.5638 1.8931
H -2.1288 1.0975 1.8418
```

---

(10)
The molecule C5H6S, computed with the ωB97M-V functional and the def2-TZVPD basis.

E = -592.16431 hartree
E_HOMO = -8.84 eV

XYZ file:
```
12
C5H6S, DFT the ωB97M-V functional and the def2-TZVPD basis
C 3.2893 1.2652 0.9018
C 2.1373 0.3400 0.4180
C 1.2237 -0.2644 0.0039
C -0.0525 -0.8998 -0.4886
C -1.3365 -0.6182 0.3143
S -2.5709 -0.0337 -0.5987
H 4.0937 0.6847 1.5425
H 2.7704 1.9933 1.5180
H 3.7000 1.9823 0.2017
H 0.3283 -1.8881 -0.4499
H 0.0421 -0.5349 -1.6226
H -1.3682 -0.6353 1.4939
```

---

(11)
A structure of composition C29H32As2O8P2PtS3Se, computed with the ωB97M-V functional and the def2-TZVPD basis.

E = -10595.89979 hartree
<S²> = 6.0438
E_HOMO (spin up / spin down) = -6.95 / -8.29 eV
2S+1 = 5

XYZ file:
```
78
C29H32As2O8P2PtS3Se, DFT the ωB97M-V functional and the def2-TZVPD basis
Pt -0.4071 0.3566 1.0435
O 1.1012 -2.5881 4.1633
P 0.2350 -1.8521 3.0392
O -1.1095 -2.4612 2.9019
O 0.3949 -0.3677 3.2558
O 1.0223 -2.1810 1.6244
P 2.0966 -1.2252 0.8416
O 3.1477 -1.4106 2.0729
O 3.3097 -1.5796 -0.2115
O 1.7734 0.2864 0.8600
H 0.8462 -3.5132 4.2337
H 3.8518 -0.7574 2.0173
C -2.4067 2.8129 -0.3607
As -1.1283 1.5417 -1.1314
C -0.5054 2.6903 -2.5748
C -2.4796 0.4114 -1.9574
C -2.9436 0.6613 -3.2440
C -4.0018 -0.0725 -3.7584
C -4.5966 -1.0637 -2.9935
C -4.1221 -1.3271 -1.7175
C -3.0638 -0.5950 -1.1897
As -2.3252 -1.1075 0.5403
C -3.8542 -1.0275 1.7121
C -2.0321 -2.9928 0.2146
H -3.1243 3.1034 -1.1289
H -1.8739 3.6933 -0.0041
H -2.9300 2.3464 0.4747
H -1.3714 3.1804 -3.0205
H 0.0420 2.1174 -3.3229
H 0.1554 3.4351 -2.1352
H -2.4803 1.4204 -3.8603
H -4.3558 0.1257 -4.7615
H -5.4219 -1.6377 -3.3923
H -4.5759 -2.1262 -1.1404
H -3.5478 -1.4541 2.6665
H -4.6767 -1.6001 1.2803
H -4.1530 0.0117 1.8431
H -2.9389 -3.5222 0.5132
H -1.1935 -3.3226 0.8158
H -1.8371 -3.1278 -0.8466
Se -0.2153 2.3155 2.4559
C 0.5121 3.6854 1.3711
C 1.4636 3.3864 0.3936
C 2.0117 4.4229 -0.3486
C 1.6030 5.7325 -0.1394
C 0.6578 6.0236 0.8362
C 0.1230 5.0045 1.6076
H 1.7766 2.3623 0.2384
H 2.7607 4.1991 -1.0971
H 2.0290 6.5324 -0.7304
H 0.3474 7.0456 1.0060
H -0.5979 5.2298 2.3821
O 0.9833 -1.5348 -0.5792
C 1.6354 -1.8933 -1.7595
C 3.0424 -1.2606 -1.5612
C 4.1543 -1.7156 -2.4402
C 4.8040 -0.7290 -3.1218
C 4.3298 0.5579 -2.8646
S 3.0489 0.6019 -1.7193
C 0.8889 -1.4349 -2.9909
C 1.2589 -0.6116 -4.0142
C 0.2873 -0.5307 -5.0474
C -0.8032 -1.3037 -4.7914
S -0.6464 -2.1433 -3.3191
C 1.7875 -3.4068 -1.8824
C 2.1149 -4.1004 -3.0141
C 2.2008 -5.4965 -2.8044
C 1.9262 -5.8309 -1.5106
S 1.5663 -4.4678 -0.5552
H 4.4015 -2.7631 -2.4779
H 5.6254 -0.9183 -3.7962
H 4.7180 1.4722 -3.2791
H 2.2057 -0.0992 -4.0595
H 0.4057 0.0650 -5.9387
H -1.6859 -1.4252 -5.3927
H 2.2721 -3.6197 -3.9696
H 2.4385 -6.2132 -3.5741
H 1.9008 -6.8136 -1.0727
```

---

| no. | strongest force on any atom (eV Å⁻¹) |
| --- | --- |
| 1 | 3.6 |
| 2 | 0.4 |
| 3 | 7.0 |
| 4 | 4.1 |
| 5 | 0.8 |
| 6 | 0.7 |
| 7 | 5.7 |
| 8 | 0.6 |
| 9 | 1.0 |
| 10 | 6.1 |
| 11 | 0.8 |